{"formula": "C32H90Be2F3O30", "method": "ωB97M-V/def2-TZVPD", "charge": 1, "homo_energy_ev": -10.72, "lumo_ev": -4.512, "e_tot_ha": -3858.76500, "gap_ha": 0.2283, "species": ["H", "O", "H", "H", "O", "C", "C", "O", "H", "H", "O", "C", "H", "H", "C", "H", "H", "C", "H", "H", "H", "H", "C", "C", "O", "O", "C", "H", "O", "H", "H", "F", "H", "H", "H", "H", "H", "C", "H", "Be", "F", "C", "H", "O", "H", "H", "H", "H", "O", "H", "O", "H", "O", "H", "H", "C", "H", "H", "O", "C", "H", "C", "H", "H", "H", "H", "O", "O", "H", "H", "O", "C", "H", "H", "H", "C", "C", "C", "C", "H", "H", "O", "H", "O", "H", "H", "H", "H", "F", "H", "O", "H", "H", "H", "H", "O", "H", "C", "H", "H", "H", "C", "O", "H", "H", "H", "H", "H", "H", "C", "C", "H", "H", "O", "O", "C", "C", "H", "H", "O", "O", "C", "H", "O", "C", "H", "H", "H", "H", "H", "H", "C", "H", "Be", "O", "H", "C", "H", "O", "C", "H", "H", "H", "C", "C", "H", "H", "H", "H", "H", "H", "O", "H", "O", "H", "C", "O"], "positions_angstrom": [[-0.30500, 1.63495, -5.50109], [-0.04130, 0.17962, 3.99084], [-5.71327, -0.76396, 3.28934], [-4.69159, 1.27704, -1.78579], [-0.51352, 2.86017, 2.58802], [-2.70405, 4.96508, -1.65891], [-4.75017, -0.30797, 5.66120], [-1.14328, -2.48660, -2.98833], [6.63724, 0.61077, -3.36916], [-3.53937, 0.98567, 0.19937], [1.77714, 2.69572, -4.94780], [-0.39801, 0.74139, -0.17513], [-2.50683, 2.86412, -2.31754], [-3.50171, -3.65502, 3.03102], [-5.24441, 0.59099, 4.55369], [-4.70511, -6.67034, -2.30463], [-0.44525, 0.02076, -0.99156], [4.53420, 2.52159, 4.61194], [5.50719, 2.12119, 4.89669], [-3.57678, -2.06887, 3.86820], [-6.46357, 1.47023, 0.58479], [-1.64431, -0.59302, -2.49407], [-3.22106, -1.56127, -3.83755], [3.46212, 2.10255, 5.60714], [5.24212, -0.45043, -1.25325], [-5.00983, 2.28715, 1.79296], [5.97750, 0.62473, -0.60768], [-4.67002, 1.51736, 4.54895], [2.14666, 2.47033, 5.15584], [-4.67284, 4.54733, -2.13557], [-1.00111, 2.06479, 2.81438], [4.81559, -0.56368, 4.86709], [-1.20012, -0.39906, 5.59005], [-0.24259, 1.73388, -0.59811], [-2.32117, 3.59763, 2.38253], [-1.07175, -7.17489, -2.88103], [-2.91206, 6.03469, -1.63169], [-3.69128, 4.24851, -2.50346], [5.51535, -4.07307, 2.41472], [1.86359, 1.61557, 2.65316], [4.39088, -2.62632, 4.85220], [-1.09636, 5.18487, 1.72580], [3.98003, 3.60772, -0.64463], [4.25185, 2.17762, 3.29895], [-0.45814, 1.17575, 5.87932], [1.25076, -1.25956, -2.48871], [-0.49790, -2.04025, -3.54138], [-1.15235, 5.56303, -2.77918], [-1.74474, -2.86793, 1.00788], [4.79664, -1.17141, 2.01208], [-5.10087, -0.02467, 3.29235], [-1.79029, -3.32934, 4.55498], [-3.76903, -6.65486, -2.09223], [-4.85012, 0.04711, 6.68688], [-4.85968, -0.13490, 0.61155], [-0.26072, 2.31819, -3.69978], [1.94829, -0.05214, -0.47393], [3.66621, -5.69800, 1.62362], [-2.59080, -0.87726, -4.96773], [-2.19111, -1.51564, -2.68873], [2.81590, 5.43239, 0.75201], [4.05546, -1.51579, 2.73329], [3.15068, 1.51102, -0.41389], [4.32675, -0.45540, -0.96396], [-5.52615, 2.72706, -0.22846], [-2.02856, 5.71182, 1.52225], [-0.65145, 1.35571, -4.65045], [-1.34419, 4.97386, -2.04592], [-0.79446, 5.64517, 2.66659], [1.63698, 1.48894, -3.26201], [-4.74253, 0.43627, -1.32522], [-3.00784, -2.69494, 3.18087], [-0.98644, -1.83227, -6.95702], [-5.24673, -2.14675, 6.10108], [3.56387, 2.62007, 6.56104], [4.86152, -1.65293, 4.10266], [-3.09104, -6.37389, -3.34928], [4.27401, -5.03833, 1.00433], [-5.46755, 1.90026, 0.47941], [-4.98457, 1.50437, 2.34812], [5.12634, -5.63663, 0.68235], [0.03441, -4.85424, -5.98478], [0.73402, -1.15753, -5.76307], [7.25452, 0.87206, -2.68192], [-0.79572, 2.15286, -2.76461], [-2.63063, -1.13296, 1.79626], [5.47960, -3.13942, 1.02607], [-3.36304, -7.01764, -4.18577], [6.13232, -1.89831, 3.97922], [-0.54292, 3.31165, -4.04834], [-0.08489, 5.35349, 0.76526], [-1.58477, -4.22042, -6.98032], [-3.72900, -0.64186, 5.47728], [1.50768, 3.24132, -2.98975], [-1.41204, 0.71425, 0.22374], [3.22326, 2.08222, 0.35426], [-6.29661, 0.84873, 4.67431], [-0.22068, -2.53150, -6.62117], [2.65922, -2.29831, 0.77032], [-4.04395, -0.94851, -3.46948], [-2.78890, 4.63681, -0.62299], [6.50159, 1.66595, -1.69878], [3.79461, -2.82253, 2.25053], [-2.06998, -3.74069, 0.77529], [5.65687, 2.15598, -2.18295], [0.51499, -2.60911, -7.42172], [3.10054, -3.21226, -1.19018], [-0.40904, 5.20442, -0.12598], [2.22112, 3.54463, -0.67754], [1.24672, 2.42450, -3.66266], [2.13855, -2.71105, -1.08313], [4.62189, 3.60659, 4.55558], [3.84719, -4.94139, 0.00607], [2.80629, -0.85778, 2.65580], [1.97710, 4.05765, 2.11237], [-0.87150, 0.52296, 5.11048], [2.17423, -1.41270, -1.93026], [3.46784, 1.03486, 5.82649], [-2.70523, -1.78402, -1.76583], [0.54020, 0.33416, 0.79862], [-1.00007, -5.17362, -2.36050], [-4.57781, 0.72168, -0.00075], [-1.65768, 3.26822, 0.90636], [-1.67666, -2.96196, 3.67536], [-1.36618, 3.69477, 1.86614], [-1.82679, 0.87496, 4.72110], [1.23358, -3.23811, -1.38538], [-2.11830, -0.09113, -4.68428], [-3.80019, -2.24065, 1.30127], [0.87709, -4.49102, -5.70273], [5.02254, 2.37517, 2.76173], [2.95901, 4.40401, 1.08373], [6.87750, 0.19843, -0.16455], [0.40432, -1.89957, 2.41107], [0.33645, -1.98016, -5.46842], [5.40965, 1.09650, 0.19424], [-2.80002, -2.20788, 1.73334], [-3.71939, -2.51688, -4.00054], [2.56996, -0.22965, -1.18359], [-1.51841, -6.23512, -3.20573], [-3.48565, -5.36889, -3.49880], [3.89610, 4.18353, 1.59496], [-1.46526, -3.71242, -5.29163], [4.81213, -3.72528, 1.65801], [3.09415, 3.42893, -0.03525], [1.48498, 2.44987, 5.85108], [1.44714, 3.49921, -5.35657], [-1.14512, -6.03870, -4.21080], [1.18446, 4.53618, 1.85874], [-1.25172, -4.27454, -2.58397], [3.00953, -1.53591, -2.61960], [-3.46493, 2.89384, -2.37015], [-3.66669, 4.50561, -3.56242], [-5.61590, -1.43595, 5.57185], [7.03758, 2.39874, -1.09559], [-0.90390, -3.84468, -6.21656], [1.87910, -2.55860, 0.27507]], "atomic_forces_ev_per_a": [[0.13, -0.06, -0.15], [0.83, 0.19, -0.63], [-0.15, -0.22, -0.09], [0.25, 0.12, -0.46], [1.81, 0.11, 0.24], [-0.12, 3.05, 0.25], [-0.68, -0.82, 0.03], [-0.63, 0.34, 1.05], [-0.14, -0.04, 0.12], [0.28, 0.02, 0.33], [0.24, -1.01, -0.21], [-0.12, -0.82, 1.09], [0.17, -0.80, -0.06], [-0.22, -0.27, 0.62], [0.17, 0.82, 0.71], [-0.09, -0.07, 0.10], [0.32, -0.13, -0.34], [0.21, 1.34, 1.06], [-0.10, -0.20, 0.35], [0.06, 0.28, -0.52], [-0.37, 0.28, -0.20], [-0.76, 0.53, -0.45], [1.17, 3.41, 1.09], [-0.82, -0.16, 0.64], [1.22, 0.72, 0.48], [0.01, 1.22, -1.14], [0.21, -0.13, -1.69], [0.03, 0.04, -0.14], [0.34, 0.08, -1.91], [-0.19, -0.33, 0.07], [0.18, -0.47, 0.12], [-0.52, 1.43, 0.20], [0.28, -0.29, 0.56], [0.37, 0.35, 0.06], [-0.45, 0.42, 0.21], [-0.07, 0.15, 0.32], [-0.93, 0.13, 0.16], [-0.32, 0.88, -0.36], [-0.29, 0.12, 0.61], [-0.76, -0.78, -0.54], [-1.04, -1.21, 0.55], [0.15, -1.17, 0.55], [0.08, 0.90, 0.02], [-1.56, -1.46, -1.45], [0.27, 0.21, -0.20], [-0.06, 0.19, 0.20], [0.06, -0.16, -0.61], [-0.42, 0.12, -0.04], [-0.67, 1.16, 1.08], [0.22, 1.13, -0.06], [0.42, -0.28, -0.22], [0.47, -0.03, 0.20], [0.72, -0.94, -0.42], [0.23, 0.80, -0.19], [0.16, -0.20, -0.12], [0.17, 0.92, -1.10], [-1.10, -0.23, 1.08], [-0.08, 0.47, 0.16], [-1.22, -1.86, -0.37], [0.10, -2.10, -0.74], [0.23, -0.17, 0.02], [-0.65, -0.32, -1.03], [-0.17, -0.30, -0.30], [-0.41, 0.32, 0.09], [0.41, 0.21, 0.30], [-0.13, -0.16, -0.58], [-0.53, -0.52, 0.23], [1.18, -1.61, 0.25], [0.51, -0.19, 0.06], [0.52, 0.02, -0.39], [-0.57, -0.72, -1.43], [1.32, -1.42, -1.37], [-0.32, -0.10, -0.29], [-0.16, -0.12, 0.08], [0.78, 0.08, -0.04], [-2.06, 0.45, 0.12], [0.82, 1.83, 1.64], [0.42, 0.75, -0.72], [0.30, -1.72, 1.31], [-0.20, -0.46, -0.17], [0.57, 0.05, 0.66], [0.68, -1.10, -0.15], [0.21, 0.20, 0.41], [-0.11, 1.71, 1.31], [0.56, -0.37, 0.07], [0.82, 0.05, -0.38], [-0.39, 0.09, -0.68], [0.09, -0.31, 0.21], [2.00, -0.45, -1.45], [-0.67, 0.27, -0.05], [0.83, 1.05, 0.06], [0.03, 0.21, -0.16], [0.27, 0.35, -0.04], [0.13, 0.01, 0.32], [-0.36, 0.28, 0.19], [-0.37, 0.07, 2.06], [-0.03, 0.04, 0.42], [-2.01, -0.30, -0.41], [0.42, 0.11, 0.42], [-0.28, 0.32, -0.11], [0.27, -0.39, -0.07], [-1.05, -2.75, 0.64], [-0.29, -2.20, -0.47], [0.27, -0.46, -0.21], [-0.03, 0.08, -0.07], [0.12, -0.54, -0.03], [-0.27, -0.43, -0.27], [-0.25, -0.14, -0.35], [-0.21, -0.18, -0.33], [-0.29, 0.29, 0.85], [-0.94, 0.51, -0.50], [-0.02, 0.30, 0.84], [-0.80, 0.57, 0.29], [0.61, -0.14, 0.80], [1.14, -0.90, -0.81], [-0.08, -1.74, -1.76], [1.07, 0.48, 0.61], [0.19, -0.04, -0.30], [0.27, -0.28, 0.18], [0.94, -0.10, 0.82], [-0.41, -1.85, 0.55], [-0.12, 1.40, 1.25], [0.64, 0.00, -0.60], [0.05, 0.37, 0.09], [-3.04, 0.05, 0.45], [-0.22, 0.88, 0.11], [0.62, -0.70, -0.78], [0.00, 0.12, 0.44], [0.17, -0.49, -0.74], [-0.06, 0.18, 0.16], [-0.15, -0.17, -0.31], [0.94, -1.44, 1.96], [0.06, -0.14, -0.01], [0.72, 2.96, -0.43], [1.21, 0.48, 0.91], [-0.20, 0.13, -0.12], [-0.73, 1.36, 1.06], [1.02, -0.26, -0.69], [0.03, -0.52, -0.81], [-0.94, 0.89, -0.17], [0.37, 0.30, -1.13], [0.26, 1.16, 0.46], [-0.24, 0.53, -0.02], [0.20, -0.08, 0.80], [-1.15, -0.24, -2.09], [0.14, -0.27, 0.05], [-0.19, 0.25, 0.40], [-0.10, -0.18, -0.24], [-0.65, -0.14, -0.24], [-0.27, 0.20, -0.77], [-0.27, 0.00, -0.38], [-0.03, -1.41, 0.20], [0.19, 0.43, -0.15], [-0.11, -0.69, -0.21], [0.84, 0.03, -0.75], [0.49, 0.52, -0.25], [-0.84, 0.59, 1.74]]}